13
Properties=species:S:1:pos:R:3:forces:R:3 method="wB97M-V/def2-TZVPD" homo_lumo_gap_ev="6.752 / 8.505" total_energy_ha=-1064.5318 e_homo_ev="-7.823 / -9.007" total_charge=0 relative_energy_ev=6.9081
C -2.789929 -0.483230 -0.287659 3.5 -2.6 -1.0
C 1.460047 0.492952 -0.771664 0.2 -0.9 -1.8
C 2.015709 1.121907 0.392757 1.3 1.3 1.5
O -1.145455 0.605616 1.507816 0.3 0.6 0.6
O -0.609722 -1.602098 0.361264 -0.8 0.2 -0.1
S 2.455790 -0.641323 0.067216 0.4 -0.2 0.3
S -1.090077 0.007947 0.197405 -1.2 -2.4 -0.8
H -3.518612 0.190046 -0.514558 -1.8 2.5 0.1
H -2.749229 -1.216108 -1.140006 0.2 0.3 1.1
H 1.438511 0.433930 -1.883172 0.0 1.0 1.1
H 1.306746 1.135790 1.223224 0.2 0.4 0.0
H 2.906799 1.869480 0.566352 -1.8 -1.5 -1.0
H 0.319421 -1.914915 0.281023 -0.5 1.4 0.0


13
Properties=species:S:1:pos:R:3:forces:R:3 method="wB97M-V/def2-TZVPD" homo_lumo_gap_ev="5.692 / 5.698" total_energy_ha=-1064.5886 e_homo_ev="-8.310 / -8.317" total_charge=0 relative_energy_ev=5.3607
C 1.412654 -0.477782 0.601677 -0.9 -0.4 -1.5
C 0.599051 -0.197072 -0.791955 -1.0 -0.8 -3.2
C -0.692514 0.526369 -0.316763 -1.4 -2.9 -2.7
O 3.445188 1.377942 0.633434 0.2 -0.1 0.2
O 1.267617 0.457894 -1.722124 1.2 1.0 1.3
S 2.768480 -1.438978 0.028625 0.5 1.9 1.3
S 3.927049 0.256660 -0.158324 -0.7 -0.7 -1.0
H 1.580491 0.582917 0.841144 0.4 -0.9 0.9
H 0.654301 -1.064962 1.112988 0.5 0.1 0.7
H 0.431008 -1.198514 -1.308520 -0.7 0.3 1.4
H -1.575666 -0.106005 -0.093774 0.8 -0.4 0.1
H -1.103137 1.156660 -1.073246 0.3 0.5 -0.9
H -0.560659 1.084839 0.492686 0.9 2.5 3.5


16
Properties=species:S:1:pos:R:3:forces:R:3 method="wB97M-V/def2-TZVPD" homo_lumo_gap_ev=8.276 total_energy_ha=-2491.3785 e_homo_ev=-12.727 total_charge=+1 relative_energy_ev=0.0000
Sc 0.156478 -1.055982 -1.064791 0.3 0.2 -0.3
S 1.577683 -5.241323 0.844051 0.1 -0.2 0.3
C 1.228106 -3.845969 0.002085 -0.1 0.3 -0.5
S 0.882520 -3.244556 1.525257 0.0 -0.2 0.3
S 1.220213 -3.355943 -1.584129 0.1 -0.1 -0.1
C -2.044989 1.915578 -0.215781 0.0 0.1 0.1
Te -0.335714 1.869742 -1.456091 0.3 -0.1 -0.5
C 1.096233 2.322371 0.053058 0.0 0.1 0.1
H -1.924446 1.194580 0.584874 0.0 0.0 0.0
H -2.907480 1.670878 -0.829652 0.0 0.0 0.0
H -2.125221 2.933720 0.151844 -0.1 0.0 0.1
H 1.332857 3.379247 -0.008522 0.0 0.0 0.1
H 2.001096 1.740413 -0.091579 0.0 0.0 0.0
H 0.637570 2.069778 1.004864 0.1 0.0 0.0
O -1.073155 -1.250719 0.257167 -0.2 -0.1 0.7
O 0.278246 -1.101812 0.827340 -0.3 0.1 -0.2


12
Properties=species:S:1:pos:R:3:forces:R:3 method="wB97M-V/def2-TZVPD" homo_lumo_gap_ev="6.422 / 6.410" total_energy_ha=-557.7930 e_homo_ev="-7.050 / -7.042" total_charge=0 relative_energy_ev=3.1457
C 0.162904 -1.210127 -1.307732 -1.2 -0.1 -0.4
C -1.143148 -1.699244 -1.385956 0.8 0.0 1.2
C 1.072493 1.610900 1.391709 -1.6 -2.6 1.7
O 0.374554 -0.157398 -0.444559 0.3 -1.1 -1.0
O -2.012000 -1.160423 -0.649167 -0.4 0.4 0.2
Si -0.372457 0.712042 0.646677 0.3 -0.8 -0.8
H 0.990040 -1.586081 -1.871905 0.5 0.2 0.1
H -1.372601 -2.667611 -1.905002 0.3 0.9 -0.1
H 1.296625 2.464016 0.919256 0.7 3.3 -1.9
H 0.871688 1.842011 2.413865 -0.1 0.3 0.9
H 1.936333 0.979292 1.364185 0.4 -0.6 -0.1
H -1.804431 0.872624 0.828629 0.0 0.3 0.2


12
Properties=species:S:1:pos:R:3:forces:R:3 method="wB97M-V/def2-TZVPD" homo_lumo_gap_ev=11.307 total_energy_ha=-343.5720 e_homo_ev=-10.291 total_charge=0 smiles="C1CO1.O=CO" relative_energy_ev=2.2451
O -0.598012 0.619035 0.918499 1.1 -1.4 0.0
C -1.512663 -0.376939 0.523863 -0.8 -0.5 0.0
C -0.270983 -0.889703 1.042962 0.0 0.3 0.5
O 1.473928 -0.454381 -0.917642 0.6 0.1 -0.7
C 1.524154 0.675290 -1.351725 0.2 -0.4 0.1
O 0.734687 1.643225 -0.960660 -0.1 0.2 0.1
H 0.157637 1.272935 -0.190658 0.3 0.3 -0.5
H -1.652906 -0.464278 -0.549612 -0.1 0.1 0.0
H -2.391505 -0.448961 1.134926 -0.5 0.2 0.0
H 0.399951 -1.434155 0.377307 -0.1 1.1 0.2
H -0.128177 -1.108530 2.086066 -0.4 -0.1 0.3
H 2.263884 0.966457 -2.113329 -0.2 0.2 0.1


12
Properties=species:S:1:pos:R:3:forces:R:3 method="wB97M-V/def2-TZVPD" homo_lumo_gap_ev="8.130 / 7.797" total_energy_ha=-343.4805 e_homo_ev="-7.344 / -7.007" total_charge=0 relative_energy_ev=4.7349
O -1.366692 1.125504 1.114366 0.1 0.3 0.0
C -1.075508 0.650182 -0.145958 0.0 -0.1 -0.3
C 0.810792 -1.454905 0.701147 0.0 -0.1 0.6
O 1.218858 -1.119361 -0.512976 0.3 -0.7 0.0
C 0.971824 -0.011643 -1.114198 -0.2 0.5 -0.4
O 0.314232 0.962768 -0.458765 -0.1 -0.1 0.1
H -1.116040 2.057963 1.124183 -0.1 0.0 0.2
H -1.662298 1.135965 -0.929708 0.0 0.0 0.0
H -1.267460 -0.426356 -0.120753 0.2 0.1 -0.2
H 1.189676 -2.409110 1.025662 0.0 0.1 0.0
H 0.516967 -0.663878 1.378228 -0.1 -0.1 -0.1
H 1.465652 0.152870 -2.061233 -0.1 0.1 0.2


12
Properties=species:S:1:pos:R:3:forces:R:3 method="wB97M-V/def2-TZVPD" homo_lumo_gap_ev=9.456 total_energy_ha=-343.4886 e_homo_ev=-8.587 total_charge=0 relative_energy_ev=4.5147
C 1.575796 -0.385538 -0.165214 -2.1 -1.7 -0.8
C 0.861816 0.711445 0.348364 -5.8 -0.4 1.6
C -1.189059 0.193535 0.392967 5.0 0.5 1.7
O 1.295296 0.750140 -0.942318 0.3 2.1 -1.5
O -1.021088 -1.174371 0.570237 -2.0 -0.4 -1.3
O -1.737157 0.563514 -0.750009 -0.3 0.1 -1.6
H 2.533105 -0.497745 0.134586 3.2 -0.6 0.6
H 1.007904 -1.225006 -0.553865 0.3 -0.3 0.6
H 1.081004 1.403321 1.141775 0.6 0.4 -0.2
H -1.673370 0.686715 1.189448 -0.4 0.4 1.2
H -1.747352 -1.517520 -0.019247 0.9 -0.2 0.9
H -0.986899 0.491510 -1.346721 0.1 0.2 -1.1


12
Properties=species:S:1:pos:R:3:forces:R:3 method="wB97M-V/def2-TZVPD" homo_lumo_gap_ev=9.762 total_energy_ha=-343.5786 e_homo_ev=-9.139 total_charge=0 smiles="C=CO.O=CO" relative_energy_ev=2.0678
C 1.720576 0.903314 -0.489833 -0.3 -0.5 0.5
C 1.607083 -0.421621 -0.553610 0.5 -0.5 -0.1
O 0.783964 -1.209811 0.203737 -0.6 0.6 -0.4
H 2.734730 1.242574 -0.614198 -0.2 0.6 -1.2
H 0.961777 1.548096 -0.070070 0.3 0.0 0.7
H 2.172186 -0.984539 -1.298974 0.6 0.0 0.6
H 1.119508 -2.108290 0.182697 -0.2 -0.1 -0.2
O -2.886912 -0.871124 0.165304 -0.1 -0.2 -0.2
C -2.599713 0.165240 0.684720 0.1 0.2 0.0
O -1.391322 0.742593 0.600913 -0.5 0.0 -0.4
H -3.299038 0.776420 1.260608 0.1 0.1 0.2
H -0.922840 0.217143 -0.071297 0.3 -0.1 0.3


12
Properties=species:S:1:pos:R:3:forces:R:3 method="wB97M-V/def2-TZVPD" homo_lumo_gap_ev=11.393 total_energy_ha=-343.6285 e_homo_ev=-10.608 total_charge=0 smiles="COC(=O)CO" relative_energy_ev=0.7096
C -0.565496 0.155895 -2.001359 0.0 -0.1 -0.3
O -0.590432 0.529657 -0.620238 0.1 -0.1 0.1
C 0.187005 -0.177650 0.198550 0.2 -0.2 0.0
O 0.887737 -1.108114 -0.132332 -0.3 0.4 0.1
C 0.115597 0.324340 1.624063 -0.2 0.2 -0.1
O 0.789096 -0.539709 2.488123 0.1 -0.1 0.0
H 0.295695 0.613608 -2.494998 -0.1 -0.1 0.1
H -0.508704 -0.928599 -2.107932 0.0 0.1 0.0
H -1.490996 0.540592 -2.428234 0.1 0.0 0.0
H 0.550814 1.334464 1.637686 0.0 -0.1 0.0
H -0.936873 0.423057 1.913719 0.1 0.0 0.0
H 1.266557 -1.167542 1.922953 0.0 0.0 0.1


12
Properties=species:S:1:pos:R:3:forces:R:3 method="wB97M-V/def2-TZVPD" homo_lumo_gap_ev=9.704 total_energy_ha=-343.5346 e_homo_ev=-8.926 total_charge=0 relative_energy_ev=3.2628
C 2.247481 -0.336422 -0.076200 0.2 0.2 -0.2
O 1.297088 -0.971035 0.786160 -0.2 0.0 0.3
C 0.020911 -0.710470 0.838168 0.5 -0.3 0.1
O -0.369392 0.207375 -0.042021 -0.3 -0.8 0.3
C -1.841776 0.154150 0.076407 -0.2 0.0 0.1
O -2.412019 0.816279 -0.976129 0.1 0.4 -0.1
H 1.954478 -0.409422 -1.125218 0.0 0.0 0.1
H 2.373644 0.708971 0.211502 0.0 -0.1 -0.1
H 3.170863 -0.888818 0.101515 -0.1 0.2 -0.1
H -2.168573 -0.887675 0.031384 0.2 0.3 0.0
H -2.078585 0.566067 1.065829 0.0 0.1 -0.3
H -2.194116 1.751003 -0.891393 -0.1 0.1 -0.1


12
Properties=species:S:1:pos:R:3:forces:R:3 method="wB97M-V/def2-TZVPD" homo_lumo_gap_ev="7.821 / 7.820" total_energy_ha=-343.4864 e_homo_ev="-10.054 / -10.053" total_charge=0 relative_energy_ev=4.5745
O -1.162548 1.200806 0.768308 0.0 0.1 -0.1
C -1.140856 -0.139322 0.417801 0.2 -0.2 -0.2
C 0.197796 -0.780389 0.516413 -0.2 -0.1 0.2
O 0.641025 -0.439228 -1.786623 0.2 0.2 0.1
C 1.179616 0.373769 -1.001833 -0.2 0.1 0.0
O 1.067531 1.586099 -0.810001 0.0 -0.3 -0.1
H -0.568171 1.668211 0.144736 0.0 0.0 0.1
H -1.615519 -0.365944 -0.542220 0.0 0.0 0.1
H -1.694418 -0.696683 1.202726 0.1 0.0 0.0
H 0.334001 -1.801657 0.176959 0.0 0.1 0.0
H 0.812466 -0.436226 1.344973 0.0 0.0 -0.2
H 1.923143 -0.151475 -0.275891 -0.1 0.0 0.0


12
Properties=species:S:1:pos:R:3:forces:R:3 method="wB97M-V/def2-TZVPD" homo_lumo_gap_ev=10.197 total_energy_ha=-343.5467 e_homo_ev=-9.698 total_charge=0 smiles="C=C=O.OCO" relative_energy_ev=2.9357
C -2.113169 0.295407 0.003143 0.5 4.0 -2.5
C -2.468187 -0.890004 0.342332 -2.6 -1.0 -3.2
C 1.542294 0.726999 -0.236073 4.1 -1.3 1.2
O -1.874470 1.366390 -0.470160 -0.4 -2.7 1.7
O 2.113343 -0.493306 -0.633221 -1.3 -1.9 -2.7
O 1.480532 0.576909 1.140939 -1.7 0.8 1.7
H -3.179969 -1.476370 -0.355790 1.3 1.3 1.3
H 2.144261 -0.068258 1.443984 -0.4 0.4 -0.7
H -2.062613 -1.365308 1.124865 1.3 -1.6 2.8
H 0.677158 0.857921 -0.800695 -1.9 0.9 0.0
H 2.334507 1.463103 -0.411394 -0.5 0.4 -0.5
H 1.406312 -0.993484 -1.147935 1.6 0.7 1.1


13
Properties=species:S:1:pos:R:3:forces:R:3 method="wB97M-V/def2-TZVPD" homo_lumo_gap_ev=5.765 total_energy_ha=-741.6777 e_homo_ev=0.357 total_charge=-2 relative_energy_ev=4.2888
O -1.418768 1.582639 1.789712 2.3 -1.2 -0.8
C -0.779736 0.647662 1.179839 -5.7 0.4 -1.0
O -1.322870 -0.666015 1.329354 1.4 1.8 1.1
C 0.228065 0.762612 0.119906 -1.4 -3.2 2.6
C 0.795994 -0.530856 -0.487114 1.0 1.1 -0.2
S 2.495441 -0.132751 -1.215996 -0.4 -0.3 0.4
H 0.539451 1.722906 -0.141034 0.7 1.4 -0.2
H 0.442598 0.465547 1.378745 2.6 0.9 -0.4
H 0.169838 -0.951106 -1.298565 0.0 0.3 0.9
H 0.851627 -1.153589 0.425748 0.1 -0.5 -1.2
H -2.858499 -0.852629 -1.583951 -1.1 0.4 -0.4
H -1.750079 -0.823270 0.448742 -0.3 -0.6 -1.6
O -2.063839 -1.082916 -1.137794 0.8 -0.4 0.7


13
Properties=species:S:1:pos:R:3:forces:R:3 method="wB97M-V/def2-TZVPD" homo_lumo_gap_ev=9.894 total_energy_ha=-741.6980 e_homo_ev=-9.477 total_charge=0 relative_energy_ev=2.2964
C -1.982231 1.160932 -0.034373 0.8 -1.7 -0.7
C -1.732765 -0.031354 -0.543334 -2.4 -1.3 0.2
C 2.669564 -0.257408 0.099708 2.6 -0.9 -1.5
O 0.765114 0.449475 -0.172681 0.0 1.5 0.1
O -0.270347 -1.749575 0.366144 1.3 0.2 -1.0
O 2.692757 -1.485264 0.097787 -0.7 0.8 0.2
S -0.059279 -0.562326 -0.817490 -1.1 -1.8 0.9
H -2.832649 1.553365 0.377973 -2.8 0.1 0.4
H -1.254138 1.857410 0.135954 2.5 1.4 0.1
H -2.571095 -0.845209 -0.651042 1.9 1.6 0.0
H 3.042259 0.348929 -0.750998 -0.5 -0.5 -0.5
H 2.768000 0.379863 0.935063 -0.6 0.3 1.9
H 0.646703 -2.137296 0.478571 -1.0 0.4 -0.1


13
Properties=species:S:1:pos:R:3:forces:R:3 method="wB97M-V/def2-TZVPD" homo_lumo_gap_ev="7.650 / 7.673" total_energy_ha=-741.6842 e_homo_ev="-7.347 / -7.363" total_charge=0 relative_energy_ev=2.6704
C 1.913903 -0.453176 0.621792 -2.3 1.1 -1.4
C -1.115971 -0.425603 -0.384903 0.0 -0.3 -0.5
C -0.093689 0.682717 -0.481915 1.6 -1.1 1.2
O 2.592730 -0.287800 -0.370959 0.5 -0.1 0.1
O -1.648689 -0.485734 0.918087 -0.1 -0.2 0.2
O 0.694477 0.737217 -1.515635 -0.3 0.2 0.0
S -0.366883 2.123721 0.472002 0.2 0.4 -0.5
H 2.323186 -0.895804 1.531915 0.6 -0.2 0.3
H -0.629269 -1.368196 -0.666537 0.0 0.3 0.0
H -1.917570 -0.226638 -1.118965 0.1 0.1 0.1
H -2.174255 -1.289625 1.007133 0.1 0.2 -0.1
H 1.667850 0.361528 -1.281772 -0.2 -0.2 0.5
H -1.245817 1.527391 1.269752 -0.2 -0.1 0.2


13
Properties=species:S:1:pos:R:3:forces:R:3 method="wB97M-V/def2-TZVPD" homo_lumo_gap_ev=8.871 total_energy_ha=-418.7326 e_homo_ev=-8.208 total_charge=0 relative_energy_ev=4.3975
C 1.696595 0.596553 -0.378795 -1.0 -1.0 0.5
C 0.827497 -0.570316 -0.528782 -3.6 5.1 3.8
C -1.106949 -0.079206 0.187168 4.9 -2.3 -2.2
O 1.654365 -0.471558 0.588553 0.3 -1.0 0.1
O -1.141081 -0.706513 1.357671 0.9 -2.3 2.4
O -1.964060 -0.594097 -0.733012 0.1 0.0 -2.9
O -1.192176 1.229309 0.318281 -0.7 2.9 2.0
H 2.629328 0.653375 -0.851956 1.1 0.2 -0.8
H 1.264076 1.490355 0.020489 -0.2 0.5 -0.2
H 0.714600 -1.336232 -1.164037 0.5 -2.9 -2.3
H -0.364093 -1.345708 1.589809 -1.9 2.0 -1.2
H -1.618992 -0.378368 -1.681389 -1.0 -0.4 2.8
H -1.399108 1.512404 1.276001 0.5 -1.0 -2.1


11
Properties=species:S:1:pos:R:3:forces:R:3 method="wB97M-V/def2-TZVPD" homo_lumo_gap_ev=8.833 total_energy_ha=-590.9786 e_homo_ev=-9.354 total_charge=0 relative_energy_ev=9.6425
C -1.976896 0.176888 0.110947 -4.7 2.7 -1.7
C 0.550581 0.110142 -0.334557 1.5 -1.3 2.5
C 1.964030 -0.535073 0.044470 1.2 2.2 -0.6
H -2.689440 0.228545 -1.038688 2.3 0.6 3.4
H -2.919603 -0.204953 0.774717 2.9 0.6 -1.1
H -1.524323 1.463698 0.480559 -1.6 -4.7 -1.3
H 2.269050 -2.104488 -0.079423 -1.0 5.0 0.3
H 2.548717 0.537948 -1.026283 -0.5 -3.3 3.1
H 2.190007 0.075013 1.603637 -0.4 -1.8 -4.4
O 0.289250 1.277057 -0.282148 1.8 1.0 -0.8
S -0.701376 -1.024779 -0.253232 -1.6 -0.9 0.6


12
Properties=species:S:1:pos:R:3:forces:R:3 method="wB97M-V/def2-TZVPD" homo_lumo_gap_ev=9.024 total_energy_ha=-989.4209 e_homo_ev=-8.415 total_charge=0 smiles=O[C@H]1[C@@H](S)[C@H]1S relative_energy_ev=2.9281
C 0.215469 0.914571 0.310741 -0.7 -0.7 -0.1
C -0.848707 -0.137365 0.710523 2.6 -0.5 -3.8
C 0.603417 -0.592758 0.758048 -0.2 4.2 0.6
H -0.498740 1.324117 -1.514712 2.3 -0.6 0.9
H 0.437467 1.787573 0.960647 -0.1 -0.8 -0.6
H -1.303328 -0.059482 1.604783 -1.4 0.5 2.9
H -1.014895 -1.763506 -0.994087 -0.1 0.3 0.1
H 1.083432 -0.460842 1.717660 -0.2 -0.6 0.3
H 1.130971 -0.155885 -1.468438 1.1 -1.7 1.6
O 0.438185 1.166265 -1.108671 -3.3 1.0 1.0
S -1.910462 -0.857064 -0.528758 -0.1 -0.1 -0.3
S 1.667187 -1.165619 -0.447736 0.0 -1.0 -2.7


11
Properties=species:S:1:pos:R:3:forces:R:3 method="wB97M-V/def2-TZVPD" homo_lumo_gap_ev="7.775 / 7.471" total_energy_ha=-800.4154 e_homo_ev="-8.076 / -7.854" total_charge=0 relative_energy_ev=4.0230
C 1.282217 1.182732 0.289723 -1.3 0.3 -0.4
C -1.290753 0.981600 -0.186463 2.4 -1.5 2.1
C 0.479256 -1.484115 -0.307778 -0.2 1.6 -0.5
P 1.950535 -0.262240 0.012276 -0.1 0.2 0.9
P -1.191648 -0.741820 0.233585 0.6 -1.3 1.8
H 1.393300 2.253663 0.535099 0.2 -1.0 -0.4
H -1.569447 1.785445 0.500941 -0.1 -0.4 -0.5
H -1.435753 0.961192 -1.228718 -0.2 1.0 -1.2
H 0.499786 -1.202851 -1.361567 -0.2 -0.9 -0.5
H 0.686642 -2.581756 -0.145495 -0.4 1.3 -0.1
H -0.804136 -0.891850 1.658397 -0.7 0.7 -1.1


11
Properties=species:S:1:pos:R:3:forces:R:3 method="wB97M-V/def2-TZVPD" homo_lumo_gap_ev=8.096 total_energy_ha=-914.2417 e_homo_ev=-7.978 total_charge=0 smiles=C[C@H]1CSS1 relative_energy_ev=0.9257
C -0.135182 1.253372 0.261796 -2.1 -0.2 -1.2
C 0.502465 -0.123619 0.303546 1.2 0.7 -0.1
C 0.034188 -1.014029 -0.783040 0.4 -1.6 -2.5
S -0.950627 1.275386 1.878785 0.2 -0.5 0.5
S -0.330391 -0.788846 1.829871 0.5 1.1 0.1
H 0.491032 2.118567 0.089378 0.2 0.0 0.0
H -0.940700 1.177961 -0.540388 1.0 0.6 0.9
H 1.636664 0.016501 0.284631 -1.4 -0.8 0.6
H -1.049069 -1.081784 -0.887566 -0.1 0.1 0.7
H 0.423406 -2.029851 -0.576709 -0.3 0.3 -0.2
H 0.318215 -0.803657 -1.860305 0.4 0.3 1.3